The following is a DFT calculation (ωB97M-V with the def2-TZVPD basis set) of a cluster of 2 separate species, C14H28N2O12P in total at a distorted geometry.

Positions of all 57 atoms, in Å:
1 P 3.225902 -5.057371 1.551975
2 O 1.892745 -5.655065 0.814611
3 O 1.298788 1.635781 -0.919838
4 O 0.652694 2.211801 1.087261
5 O 3.151797 -3.437526 1.641119
6 O 1.638779 -0.856889 -0.479824
7 O -1.153027 8.111247 0.013139
8 O -0.197433 -7.361895 -0.050915
9 O 3.392969 -5.602929 3.031004
10 O 4.434083 -5.475243 0.815138
11 O -4.405391 4.952659 -0.992008
12 O 2.246364 0.579072 2.207874
13 O -1.218018 -7.915142 2.734826
14 N -3.800205 3.887099 -2.832599
15 N -1.910852 6.117298 -0.585476
16 C 0.745311 2.437620 -0.137097
17 C -1.380508 3.700006 -0.662357
18 C -2.873162 3.361875 -3.837271
19 C -2.022592 4.893085 -1.395872
20 C -1.092511 7.153725 -0.742604
21 C 2.374124 -2.844175 0.588092
22 C -0.379990 -6.386954 0.983545
23 C 0.942365 -6.213583 1.736037
24 C 1.872624 -0.781896 1.972641
25 C -0.103670 7.175406 -1.889823
26 C -3.496585 4.580212 -1.728859
27 C 2.423882 -1.309892 0.634549
28 C 0.151902 3.734691 -0.699333
29 C -1.534699 -6.779234 1.918041
30 H 3.461281 -0.978965 0.520973
31 H 0.571421 6.327713 -1.806916
32 H -2.418840 -6.999538 1.310955
33 H -1.726550 3.676389 0.372145
34 H -2.137473 2.702166 -3.371304
35 H -1.703098 2.775913 -1.142302
36 H 0.781171 -5.548338 2.592948
37 H 0.620161 -7.144714 -0.538512
38 H 0.782371 -0.875990 1.990288
39 H 1.326251 -3.154293 0.665159
40 H 1.592557 0.148653 -0.547042
41 H -2.354401 4.181942 -4.336437
42 H -1.778591 -5.929868 2.564534
43 H -1.501383 5.027097 -2.340429
44 H -2.010898 -8.237857 3.195345
45 H -0.640091 -5.430075 0.517801
46 H 2.272124 -1.380733 2.795947
47 H -3.424832 2.790458 -4.585266
48 H 0.510200 4.584749 -0.114663
49 H 2.751481 -3.170635 -0.388084
50 H 0.479124 3.869288 -1.733638
51 H -0.643272 7.140864 -2.832512
52 H 1.630646 1.209812 1.718539
53 H -2.569830 6.201651 0.174271
54 H 0.473298 8.096416 -1.832707
55 H -4.785089 3.709397 -2.956257
56 H 1.289179 -7.181697 2.116466
57 H 4.277396 -5.263584 3.214722

Atoms 1-6, force components in eV/Å:
P 2.1 0.5 -2.9
O 1.0 0.6 2.0
O 0.0 0.6 -1.1
O -0.9 1.1 0.4
O -0.9 -1.9 0.5
O 0.5 -0.8 0.7

Values from the calculation:
charge = -1
lowest unoccupied orbital energy = 2.126 eV
max |F| = 0.0708 Eh/bohr
HOMO = -5.83 eV
Kohn-Sham gap = 7.96 eV